A molecular structure, C5H8O at a distorted geometry, computed with the ωB97M-V functional and the def2-TZVPD basis.

Structure (XYZ):
```
14
C5H8O the ωB97M-V functional and the def2-TZVPD basis
C -0.9326 -1.1924 -1.0459
C -0.4960 -0.1389 0.5340
C -0.2614 1.3279 0.1213
C 1.1404 1.2129 0.7334
O 1.9913 2.0082 1.0325
C 0.9969 -0.3072 0.8841
H -0.0944 -0.8873 -1.6407
H -0.9433 -2.2901 -0.8953
H -1.8941 -0.9142 -1.5162
H -1.3196 -0.8355 0.3977
H -0.8804 2.1586 0.4785
H -0.1729 1.3948 -0.9689
H 1.3479 -0.7366 1.8293
H 1.5183 -0.8000 0.0561
```

For the relative energy (zero: lowest compared OMol25 entry of this formula, charge and spin), the calculation gives 97.8 kcal/mol. Its total energy is -270.4021 hartree. The value obtained for the orbital gap is 9.7 eV. The LUMO energy is 0.9 eV. The net charge is 0.

Löwdin atomic charge list, values in e, 4 entries: -0.033 -0.168 -0.090 -0.387